A single C23H27FN2O2 molecule, computed with ωB97M-V/def2-TZVPD.

Each line ends with the Löwdin charge.
CARTESIAN COORDINATES (ANGSTROEM)
O  -2.46037  1.27205  1.16590  0.044
C  -1.41562  1.07539  0.56137  -0.458
C  -1.22412  -0.11959  -0.28320  -0.001
C  -1.99828  -1.19521  -0.09443  -0.021
C  -1.99655  -2.42846  -0.85279  -0.223
C  -2.92516  -3.42548  -0.52977  -0.025
C  -2.97196  -4.61027  -1.22500  0.003
C  -2.08358  -4.85034  -2.27656  -0.262
O  -2.21111  -6.05227  -2.89765  -0.039
C  -1.35323  -6.36108  -3.97527  -0.212
C  -1.75596  -7.73723  -4.50072  -0.141
C  -0.84924  -8.18869  -5.63420  -0.222
F  -0.94693  -7.32707  -6.70074  -0.049
C  -1.15029  -3.87155  -2.60642  -0.011
C  -1.11425  -2.68339  -1.90263  -0.019
N  -0.40510  1.99055  0.58895  -0.058
C  0.97426  1.76427  0.22832  -0.131
C  1.84834  1.78158  1.49933  -0.160
N  1.70731  2.98936  2.28056  -0.173
C  2.38944  4.15177  1.73574  -0.159
C  2.47523  5.24454  2.76866  -0.230
C  2.13814  6.55422  2.45928  -0.047
C  2.23352  7.54952  3.41723  -0.088
C  2.66102  7.24204  4.69660  -0.096
C  2.99430  5.93526  5.01443  -0.082
C  2.90437  4.94351  4.05581  -0.041
C  0.30734  3.21723  2.59121  -0.143
C  -0.58907  3.21411  1.34530  -0.116
H  -0.50556  -0.07131  -1.08577  0.092
H  -2.71414  -1.14280  0.71721  0.120
H  -3.62062  -3.25463  0.27876  0.116
H  -3.69021  -5.37623  -0.97827  0.119
H  -0.30706  -6.37868  -3.63628  0.136
H  -1.45376  -5.61608  -4.77539  0.134
H  -2.78780  -7.69119  -4.85132  0.124
H  -1.69958  -8.46452  -3.69064  0.124
H  0.20390  -8.19146  -5.33364  0.120
H  -1.13671  -9.17750  -6.00406  0.118
H  -0.44834  -4.02419  -3.41143  0.105
H  -0.38013  -1.94304  -2.18132  0.108
H  1.09699  0.80452  -0.26875  0.108
H  1.29726  2.55975  -0.45534  0.125
H  2.89776  1.64886  1.22692  0.120
H  1.54576  0.94334  2.13633  0.128
H  1.91803  4.55013  0.82260  0.112
H  3.40561  3.83649  1.47281  0.132
H  1.79948  6.80066  1.46225  0.109
H  1.96944  8.56587  3.16369  0.101
H  2.73284  8.01771  5.44470  0.099
H  3.32687  5.69081  6.01270  0.101
H  3.15495  3.92133  4.29488  0.114
H  0.21299  4.16774  3.11846  0.123
H  -0.01636  2.41363  3.25965  0.131
H  -1.63913  3.27153  1.63346  0.121
H  -0.34496  4.06452  0.69852  0.124

Spin multiplicity = 1
Relative energy (zero: lowest compared OMol25 entry of this formula, charge and spin) = 2.303 eV
DFT total energy = -1252.4738 hartree
SMILES = O=C(/C=C/c1ccc(OCCCF)cc1)N1CCN(Cc2ccccc2)CC1
Frontier orbital gap = 8.396 eV

---

2 unconnected molecules or ions with the total composition C36H40F3N2O in a non-equilibrium geometry, computed with ωB97M-V/def2-TZVPD.

Each line ends with the Löwdin charge.
CARTESIAN COORDINATES (ANGSTROEM)
C  -1.67016  4.93204  3.22233  -0.048
C  -0.39415  5.06297  2.37189  -0.544
C  -0.70332  5.96867  1.18227  -0.079
C  0.70066  5.72809  3.22019  -0.055
C  0.04508  3.66386  1.90681  -0.088
C  -0.02026  3.25021  0.61110  0.006
C  0.34573  1.92144  0.19202  -0.216
C  0.16888  1.53376  -1.14122  0.051
C  0.71689  0.34373  -1.74693  -0.202
C  0.33908  -0.94089  -1.30342  0.014
C  0.83268  -2.11085  -1.84142  -0.125
C  1.81567  -2.02780  -2.86874  -0.107
N  2.31496  -3.16744  -3.42501  -0.098
C  1.68339  -4.45581  -3.20059  -0.169
C  1.21820  -4.59828  -1.76189  -0.170
C  0.31921  -3.42954  -1.35924  -0.147
C  3.17118  -3.11852  -4.59117  -0.177
C  4.10203  -1.92253  -4.53128  -0.175
C  3.30350  -0.62973  -4.35875  -0.162
C  2.24394  -0.74247  -3.31450  -0.161
C  1.65572  0.39979  -2.80839  0.011
C  0.87241  1.03081  1.18469  0.026
C  0.88139  1.35346  2.51382  -0.067
C  1.23908  0.32646  3.59866  -0.546
C  2.33808  0.86629  4.52220  -0.053
C  1.71684  -0.98391  2.97944  -0.070
C  -0.00556  0.04727  4.45448  -0.039
C  0.43330  2.68744  2.93537  -0.265
O  0.30585  2.96150  4.15150  -0.004
H  -1.43247  4.40737  4.15370  0.074
H  -2.07680  5.92501  3.45888  0.080
H  -2.41868  4.35055  2.66638  0.071
H  0.16960  6.06949  0.52709  0.083
H  -1.54330  5.57058  0.60427  0.084
H  -0.98261  6.97101  1.53153  0.081
H  1.62765  5.82406  2.64138  0.084
H  0.38123  6.73023  3.53496  0.079
H  0.90238  5.12926  4.11274  0.071
H  -0.39855  3.91825  -0.16763  0.111
H  -0.27474  2.29065  -1.79658  0.127
H  -0.43178  -1.00201  -0.53852  0.079
H  0.82269  -4.59886  -3.88045  0.133
H  2.43031  -5.22544  -3.43926  0.115
H  0.67939  -5.54414  -1.63873  0.111
H  2.08272  -4.62349  -1.08730  0.117
H  0.19943  -3.40917  -0.26503  0.114
H  -0.69542  -3.58578  -1.76081  0.115
H  3.72803  -4.06333  -4.61606  0.116
H  2.55677  -3.06038  -5.50651  0.130
H  4.78105  -2.02750  -3.67720  0.120
H  4.70391  -1.89079  -5.44388  0.108
H  3.98354  0.19016  -4.09121  0.116
H  2.84300  -0.35017  -5.31829  0.121
H  1.95438  1.37916  -3.19830  0.124
H  1.23690  0.05953  0.85025  0.103
H  1.99983  1.77897  5.01964  0.073
H  2.56700  0.11348  5.28604  0.080
H  3.25017  1.08952  3.95701  0.086
H  0.92259  -1.44688  2.38326  0.077
H  2.60056  -0.82041  2.35053  0.089
H  1.98463  -1.68876  3.77412  0.083
H  -0.82911  -0.30869  3.82390  0.084
H  0.23291  -0.71647  5.20709  0.083
H  -0.31521  0.96999  4.95815  0.079
F  -6.58872  -3.26481  -2.53267  0.096
C  -5.29605  -3.69417  -2.40903  -0.532
F  -5.34718  -4.96214  -1.90330  0.092
F  -4.80075  -3.80807  -3.69080  0.085
C  -4.44204  -2.77325  -1.58306  -0.181
C  -3.39181  -3.31442  -0.84587  -0.056
C  -2.62854  -2.48038  -0.05132  -0.065
C  -2.83426  -1.06480  -0.08406  -0.254
C  -2.04574  -0.15013  0.68527  -0.169
C  -2.43773  1.17087  0.82694  -0.324
N  -2.87466  2.26485  0.93709  0.123
C  -3.85926  -0.54976  -0.91408  -0.033
C  -4.66276  -1.39760  -1.65714  -0.034
H  -3.21634  -4.38703  -0.88182  0.113
H  -1.91957  -2.91384  0.66055  0.104
H  -1.34666  -0.56489  1.41409  0.079
H  -4.05747  0.52384  -0.91516  0.100
H  -5.46275  -0.98928  -2.26500  0.112

Spin multiplicity = 1
Relative energy (zero: lowest compared OMol25 entry of this formula, charge and spin) = 0.251 eV
DFT total energy = -1880.2239 hartree
Charge = -1
Frontier orbital gap = 5.242 eV

---

Q: Number 1 is which compound?
A: C23H27FN2O2

---

Q: Among the records above, which one has the highest DFT total energy?
A: C23H27FN2O2

---

Q: Which of these has the highest relative energy (zero: lowest compared OMol25 entry of this formula, charge and spin)?
A: C23H27FN2O2